No. 1
Computed, not measured: an isolated ion of composition C9H17N4 and charge +1 at a distorted geometry, with ωB97M-V/def2-TZVPD.

Structure (XYZ):
```
30
Properties=species:S:1:pos:R:3:forces:R:3:lowdin_charge:R:1
C -0.0286 -0.6432 1.2829 0.1 0.8 -5.3 -0.15
C -0.3773 -0.9647 3.2979 -0.2 0.1 -0.7 -0.38
C -0.6906 1.7206 1.0483 -0.6 0.0 1.7 -0.09
C 0.2248 1.7127 -0.1500 1.2 3.9 1.1 -0.15
C 0.1370 -0.5683 -0.7947 1.8 -1.8 3.0 -0.32
C -0.2656 -1.6426 4.6202 0.7 -3.5 -2.3 -0.01
C 1.6124 -0.7639 -1.3129 -1.1 -3.0 2.3 0.00
C -0.8625 -1.6030 -1.1317 -0.8 0.0 2.0 -0.05
C -0.1096 1.3540 -2.5377 0.7 0.9 0.6 0.04
N -0.0769 -1.6051 2.1137 0.9 -1.2 0.3 0.17
N -0.6009 0.3169 3.1035 -0.6 0.8 1.5 0.15
N -0.4032 0.5142 1.7970 0.4 -0.2 0.0 -0.14
N -0.3006 0.7861 -1.1622 -2.4 2.1 0.8 -0.12
H -0.4398 2.5509 1.7687 -0.6 -0.5 -1.1 0.16
H -1.8038 1.6568 0.7950 1.3 0.8 0.2 0.16
H 0.3737 2.8412 -0.4917 -0.7 -2.5 0.0 0.19
H 1.2251 1.4607 0.2560 -0.5 -0.3 -0.8 0.15
H -0.6350 -2.7838 4.5191 1.2 2.6 0.0 0.14
H 0.8250 -1.6193 4.8216 -0.8 -0.2 0.5 0.10
H -0.8796 -1.2551 5.3495 -0.9 1.3 1.7 0.04
H 1.7306 -0.7509 -2.3740 -0.3 -0.2 -0.8 0.08
H 2.1176 -1.7450 -0.8657 -1.4 2.1 -1.0 0.16
H 2.1452 0.0305 -0.9156 1.4 1.5 0.6 0.04
H -1.8156 -1.3331 -0.5367 1.0 -0.5 -1.6 0.13
H -0.5264 -2.5404 -0.6512 -0.1 0.3 -0.6 0.11
H -0.8974 -1.6628 -2.1999 -0.8 -0.5 -0.7 0.08
H -0.6405 2.3081 -2.5694 -0.1 -0.3 0.0 0.12
H 0.9245 1.5831 -2.7820 0.2 -0.3 0.4 0.12
H -0.4855 0.6803 -3.2349 -0.8 -1.1 -1.3 0.09
H -1.3806 0.8920 -0.9779 2.3 -0.8 -0.7 0.21
```
Positions in Å, forces in eV/Å.

Computed properties:
E_LUMO, eV: -3.106
Multiplicity: 1
Energy relative to the best compared isomer or geometry (same formula, charge and spin), kJ/mol: 276.8
DFT total energy, Eh: -571.78752
Net charge: +1
F_max, Eh/bohr: 0.1050



No. 2
Computed, not measured: C35H33ClN4S2Si2Yb as an isolated structure at a distorted geometry, with ωB97M-V/def2-TZVPD.

Structure (XYZ):
```
78
Properties=species:S:1:pos:R:3:forces:R:3:lowdin_charge:R:1
C -1.5157 -0.6798 5.4712 -0.4 -0.2 0.2 -0.20
C -2.3614 -0.0862 4.4965 -0.7 -0.6 0.3 -0.23
C -2.4444 -0.9758 3.3889 -0.3 0.0 0.1 -0.21
H -2.9607 0.8083 4.6518 0.2 -0.2 -0.1 0.11
C -1.6062 -2.0873 3.6579 -0.3 -0.2 0.3 -0.20
C -1.0172 -1.8904 4.9395 -0.9 -0.6 0.4 -0.23
H -0.3905 -2.6007 5.4714 -0.1 0.2 -0.2 0.11
H -1.3417 -0.2991 6.4775 0.2 0.0 -0.4 0.12
H -3.0705 -0.8455 2.5072 0.3 -0.1 0.2 0.11
H -1.5179 -2.9806 3.0404 0.1 0.4 0.0 0.11
Yb -0.1175 -0.1226 3.5188 1.5 1.1 -1.8 1.56
Si 2.3786 0.1487 -4.0780 -0.7 0.0 0.2 0.70
C 1.5719 1.6322 -4.8611 0.6 0.5 -0.1 -0.35
C 2.2478 2.2855 -5.9042 -0.8 0.5 0.0 -0.10
H 3.2394 1.9279 -6.2120 -0.5 0.2 0.0 0.10
C 1.6475 3.3970 -6.5199 0.1 -0.1 0.0 -0.08
H 2.1541 3.8853 -7.3577 -0.2 -0.1 0.3 0.10
C 0.4091 3.8836 -6.0707 0.2 -0.3 0.2 -0.08
H -0.0405 4.7666 -6.5420 0.2 -0.4 0.2 0.11
C -0.2448 3.2415 -5.0060 0.2 0.0 -0.2 -0.09
H -1.2031 3.6266 -4.6495 0.3 -0.1 -0.1 0.09
C 0.3252 2.1112 -4.4109 0.3 0.2 -0.4 -0.12
H -0.1828 1.6149 -3.5786 0.2 0.1 -0.5 0.07
C 1.8820 -1.3526 -5.0594 0.1 -0.5 -0.2 -0.33
C 0.7429 -1.2881 -5.8864 0.1 -0.6 0.1 -0.09
H 0.2677 -0.3244 -6.1027 0.3 -0.4 0.0 0.10
C 0.1674 -2.4682 -6.3816 0.1 -0.1 0.2 -0.09
H -0.7262 -2.4192 -7.0118 0.3 0.0 0.2 0.10
C 0.7119 -3.7182 -6.0437 0.2 0.4 0.1 -0.09
H 0.2301 -4.6443 -6.3860 0.3 0.5 0.1 0.10
C 1.8677 -3.7752 -5.2472 -0.1 0.0 0.1 -0.09
H 2.2987 -4.7478 -4.9966 -0.1 0.3 -0.1 0.10
C 2.4449 -2.6025 -4.7407 -0.6 0.0 -0.5 -0.12
H 3.2997 -2.6400 -4.0590 -0.2 -0.2 -0.3 0.10
H 1.4629 -0.0139 -2.9393 0.3 -0.1 0.3 -0.07
Si 0.1430 0.1232 0.2322 -0.5 -0.1 3.1 0.16
C -0.6980 -1.4969 -0.1332 -0.3 -1.2 -1.1 -0.37
C -1.8845 -1.6020 -0.9015 0.2 -0.4 0.2 -0.08
H -2.3161 -0.7093 -1.3634 0.1 -0.2 0.2 0.10
C -2.5026 -2.8468 -1.1279 0.3 0.0 0.0 -0.08
H -3.4068 -2.9156 -1.7484 0.4 0.1 0.3 0.11
C -1.9202 -4.0219 -0.6358 0.0 0.4 0.1 -0.09
H -2.3609 -4.9967 -0.8665 0.1 0.4 0.2 0.11
C -0.7410 -3.9415 0.1153 0.2 0.1 -0.2 -0.10
H -0.2564 -4.8621 0.4487 -0.1 0.3 0.0 0.10
C -0.1367 -2.7030 0.3516 -0.5 0.2 -0.4 -0.16
H 0.8290 -2.6558 0.8571 -0.1 -0.1 0.1 0.08
C -1.0091 1.4857 -0.2716 -0.5 1.1 0.0 -0.36
C -2.1822 1.6110 0.5191 0.3 0.1 -0.6 -0.16
H -2.3465 0.9197 1.3543 0.0 0.2 -0.3 0.05
C -3.1348 2.5887 0.2467 0.1 -0.3 0.0 -0.10
H -4.0287 2.6459 0.8595 0.0 0.1 -0.1 0.10
C -2.9603 3.4537 -0.8330 0.3 0.0 -0.1 -0.08
H -3.7254 4.1876 -1.0756 0.1 -0.1 0.0 0.11
C -1.7840 3.3905 -1.5827 0.0 0.0 0.2 -0.07
H -1.6419 4.0773 -2.4192 0.0 -0.1 0.3 0.10
C -0.7895 2.4552 -1.2693 -0.4 -0.3 0.4 -0.10
H 0.1650 2.4846 -1.7906 -0.3 -0.1 0.0 0.08
H 3.8515 0.2902 -3.7019 -0.8 -0.1 -0.3 -0.01
Cl 2.0253 0.3625 -0.5211 0.6 0.1 -0.1 0.27
N -1.4621 3.2650 4.6063 0.2 0.0 0.2 0.12
C -0.3712 2.8231 5.2615 0.5 0.0 0.2 -0.63
N 0.2764 1.6963 4.9799 -0.1 0.5 0.3 -0.06
C 1.3732 1.5026 5.8452 -0.5 2.4 0.9 -0.31
C 1.5523 2.5595 6.7317 0.3 -1.7 -0.7 -0.33
S 0.3198 3.7708 6.5992 0.1 -1.2 -1.1 1.09
C 2.1382 0.2743 5.7471 2.1 -1.6 0.6 -0.31
C 3.2859 -0.0829 6.4477 -1.4 1.0 -0.6 -0.33
S 3.8320 -1.6862 6.0720 -1.4 0.6 -0.7 1.09
C 2.4517 -1.8291 4.9571 0.4 0.6 0.2 -0.63
N 1.6983 -0.7380 4.8681 0.7 -0.3 0.2 -0.06
N 2.2528 -2.9638 4.2569 0.1 0.1 0.2 0.12
H -1.8410 4.1681 4.8662 0.0 -0.4 -0.4 0.12
H -1.8303 2.7643 3.8027 0.1 0.4 0.3 0.10
H 2.3645 2.6237 7.4514 -0.4 0.1 -0.1 0.09
H 3.8001 0.5619 7.1572 0.0 -0.4 -0.2 0.09
H 2.8914 -3.7333 4.4167 -0.4 0.1 -0.3 0.12
H 1.4713 -3.0674 3.6137 0.4 0.0 0.3 0.10
```
Positions in Å, forces in eV/Å.

Computed properties:
E_LUMO (alpha / beta), eV: -3.050 / -3.059
Multiplicity: 2
Energy relative to the best compared isomer or geometry (same formula, charge and spin), kJ/mol: 0.0
DFT total energy, Eh: -4566.65403
Net charge: +1
F_max, Eh/bohr: 0.0602
Expectation value of S²: 0.751



No. 3
Computed, not measured: CH3NOP2S as an isolated structure at a distorted geometry, with ωB97M-V/def2-TZVPD.

Structure (XYZ):
```
9
Properties=species:S:1:pos:R:3:forces:R:3:lowdin_charge:R:1
C 1.2567 -1.3234 0.0316 -1.0 -2.8 0.9 -0.19
N 1.7334 -0.4208 -0.6136 1.2 0.1 -0.6 -0.51
O -1.5621 0.7807 0.1927 0.6 0.6 0.8 -0.93
P -1.6481 -0.8124 0.6588 0.5 -0.2 0.6 0.75
P -0.1464 1.4302 0.7772 0.2 -0.8 -0.1 0.52
S 1.2668 1.1729 -0.8261 -0.6 0.5 0.2 0.53
H 1.6062 -2.4593 0.1151 -0.6 2.5 -0.2 0.09
H -2.0251 -1.0263 -0.6274 -0.5 -1.3 -1.3 -0.16
H -0.4814 2.6583 0.2916 0.2 1.4 -0.4 -0.11
```
Positions in Å, forces in eV/Å.

Computed properties:
E_LUMO (alpha / beta), eV: -0.507 / -0.704
Multiplicity: 1
Energy relative to the best compared isomer or geometry (same formula, charge and spin), kJ/mol: 411.0
DFT total energy, Eh: -1250.66303
F_max, Eh/bohr: 0.0603



No. 4
Computed, not measured: C8H12O2SSi in the gas phase at a distorted geometry, with ωB97M-V/def2-TZVPD.

Structure (XYZ):
```
24
Properties=species:S:1:pos:R:3:forces:R:3:lowdin_charge:R:1
C 2.9121 1.9010 -2.2640 -2.5 -1.5 1.9 -0.07
C 1.8656 1.0738 -2.6888 2.1 0.2 1.3 -0.05
C 3.1549 1.9560 -0.8906 2.7 2.0 -2.4 -0.11
C 1.3654 0.1810 -1.7373 -2.2 -1.1 -2.3 -0.11
C 2.5496 1.1415 -0.0043 1.3 0.3 2.4 -0.15
C 1.6707 0.1740 -0.4154 0.0 0.4 1.8 -0.34
C -2.8342 -1.7789 2.2090 0.5 -0.8 -2.7 -0.15
C -3.2843 -1.2415 0.8278 -1.3 -0.1 0.6 -0.41
O -3.2247 1.1023 -0.4267 0.2 -0.2 1.1 -0.45
O -0.8680 0.0545 0.9368 -0.9 0.3 -0.2 -0.62
Si 0.7017 -0.6723 0.9404 -3.5 -0.3 -0.1 0.56
S -2.9199 0.5477 0.8896 2.9 -1.4 -1.7 1.06
H 3.4404 2.5310 -2.8902 0.9 1.1 -1.4 0.08
H 1.6996 1.1291 -3.7298 -0.9 -0.6 -0.9 0.09
H 4.0111 2.6575 -0.7483 -0.9 -0.6 1.1 0.12
H 0.6043 -0.5539 -2.0363 0.3 0.3 -0.2 0.11
H 2.8831 1.2332 1.0454 -0.5 -0.1 -0.5 0.11
H -2.9575 -2.8787 2.1378 0.2 0.7 0.6 0.09
H -1.7913 -1.4614 2.1780 0.0 -0.5 0.9 0.02
H -3.3971 -1.3164 2.9640 -0.6 0.3 1.3 0.05
H -4.4243 -1.3549 0.6778 1.8 0.3 -0.1 0.12
H -2.6837 -1.7331 0.0437 -0.5 0.6 0.1 0.10
H 1.0296 -0.5193 2.4321 0.6 -0.1 -1.1 -0.01
H 0.4968 -2.1722 0.5494 0.4 1.0 0.4 -0.02
```
Positions in Å, forces in eV/Å.

Computed properties:
E_LUMO, eV: -1.032
Multiplicity: 1
Energy relative to the best compared isomer or geometry (same formula, charge and spin), kJ/mol: 113.7
DFT total energy, Eh: -1150.10349
F_max, Eh/bohr: 0.0805



No. 5
Computed, not measured: C4H7NO in the gas phase, with ωB97M-V/def2-TZVPD.

Structure (XYZ):
```
13
Properties=species:S:1:pos:R:3:forces:R:3:lowdin_charge:R:1
O 1.5371 0.7785 0.3130 0.3 0.1 -0.5 -0.16
C 2.3195 1.0782 -0.6832 -0.3 0.4 0.2 0.05
C 0.9081 -0.5182 0.1868 -0.2 -0.3 0.0 -0.17
C -0.5335 -0.3786 0.5789 0.1 0.1 0.2 -0.31
C -1.4595 0.3001 -0.3546 -0.1 0.3 -0.1 -0.14
N -1.4529 -1.1560 -0.2462 -0.2 -0.2 0.1 0.02
H 2.5879 2.1372 -0.4613 0.2 -0.1 0.1 0.01
H 1.4610 -1.2304 0.8066 -0.1 0.1 0.0 0.13
H 0.9847 -0.8025 -0.8638 0.0 -0.1 0.1 0.11
H -0.7429 -0.2798 1.6435 0.0 0.0 -0.2 0.14
H -1.0775 0.6963 -1.2938 0.0 -0.1 0.2 0.11
H -2.2891 0.8586 0.0733 0.1 -0.1 -0.1 0.11
H -2.2428 -1.4834 0.3008 0.1 0.0 0.0 0.09
```
Positions in Å, forces in eV/Å.

Computed properties:
E_LUMO, eV: 0.830
Multiplicity: 1
Energy relative to the best compared isomer or geometry (same formula, charge and spin), kJ/mol: 472.8
DFT total energy, Eh: -286.45156
F_max, Eh/bohr: 0.0114



No. 6
Computed, not measured: C25H40F6MoN2O5S2Si3Te as an isolated structure, with ωB97M-V/def2-TZVPD.

Structure (XYZ):
```
85
Properties=species:S:1:pos:R:3:forces:R:3:lowdin_charge:R:1
Mo -0.1177 0.1717 0.4638 -0.2 -0.2 0.6 1.45
C -2.9528 -2.4566 2.4729 0.0 0.0 -0.1 -0.13
Si -1.4722 -2.3962 1.3660 0.0 -0.1 0.0 0.49
C -1.8818 -1.7368 -0.3705 0.2 0.3 -0.1 -0.15
C -0.4845 -3.9548 1.2375 0.0 0.1 0.0 -0.13
N -0.4070 -1.0369 1.9171 -0.1 0.2 -0.2 -0.19
C 0.3456 -0.9402 3.0647 0.0 0.1 0.1 -0.28
C 0.3823 -1.8805 4.1025 0.0 0.0 -0.1 0.02
C 1.1647 -1.6291 5.2079 0.0 0.0 0.0 -0.03
C 1.9045 -0.4488 5.2958 0.0 0.0 0.0 -0.01
C 1.8791 0.5037 4.2832 0.0 0.1 0.0 0.04
C 1.0976 0.2343 3.1847 0.0 -0.1 0.1 -0.19
O 0.9250 1.0921 2.0968 0.0 0.0 -0.1 -0.19
C 1.6656 2.3211 2.0949 0.0 0.1 0.0 -0.29
C 2.9903 2.2987 1.7208 0.0 -0.1 0.0 -0.02
C 3.6774 3.5031 1.7216 0.0 0.0 0.0 -0.03
C 3.0315 4.6766 2.0899 0.0 0.0 0.0 -0.04
C 1.6972 4.6593 2.4725 0.0 0.0 0.0 -0.03
C 0.9961 3.4612 2.4839 0.0 0.0 0.0 -0.02
H -3.7070 -3.1281 2.0551 0.0 0.0 0.0 0.06
H -3.4063 -1.4723 2.5906 0.0 -0.1 0.0 0.01
H -2.6950 -2.8328 3.4644 0.0 0.0 0.0 0.05
H -2.9360 -1.4728 -0.4690 0.0 -0.1 0.1 0.06
H -1.6220 -2.4921 -1.1151 -0.1 -0.1 0.1 0.06
H -1.3842 -0.8589 -0.8486 0.0 0.0 -0.1 -0.03
H -1.0418 -4.6717 0.6281 0.0 0.0 0.0 0.06
H -0.2981 -4.4260 2.2026 0.0 0.0 0.0 0.05
H 0.4708 -3.7799 0.7394 0.0 0.0 0.0 0.04
H -0.1968 -2.7915 4.0279 0.0 0.0 0.0 0.11
H 1.2080 -2.3474 6.0144 0.0 0.0 0.0 0.13
H 2.5117 -0.2649 6.1716 0.0 0.0 0.0 0.13
H 2.4501 1.4177 4.3600 0.0 0.0 0.0 0.14
H 3.4622 1.3714 1.4236 0.0 0.0 0.0 0.13
H 4.7177 3.5256 1.4279 0.0 0.0 0.0 0.12
H 3.5755 5.6112 2.0848 0.0 0.0 0.0 0.12
H 1.2053 5.5743 2.7727 0.0 0.0 0.0 0.12
H -0.0348 3.4053 2.8140 0.0 0.0 0.0 0.10
F 1.2158 1.2647 -4.5876 0.0 0.0 0.0 0.20
C 1.6215 2.0471 -3.6122 -0.2 -0.2 -0.1 -0.69
F 0.8375 3.1081 -3.5059 0.1 -0.1 0.0 0.17
F 2.8733 2.4050 -3.7792 0.0 0.0 0.0 0.20
S 1.5118 1.1601 -1.9850 0.4 0.3 0.1 0.66
O 0.0988 0.7419 -1.7380 -0.1 0.1 0.1 -0.50
O 1.9677 2.0857 -0.9951 0.1 0.1 0.0 -0.25
N 2.4070 -0.1199 -2.2017 -0.1 0.1 0.0 -0.25
S 2.0536 -1.2737 -1.2049 -0.1 -0.3 -0.2 0.69
O 1.0230 -2.1866 -1.5838 0.1 -0.1 -0.1 -0.24
O 1.7988 -0.6840 0.1596 0.1 -0.2 -0.1 -0.44
C 3.6368 -2.2319 -1.0736 0.1 0.2 0.1 -0.69
F 3.4068 -3.2275 -0.2368 0.0 0.0 0.0 0.18
F 4.5895 -1.4491 -0.6095 0.0 0.0 0.0 0.19
F 3.9318 -2.6794 -2.2702 0.0 0.0 0.0 0.21
C -4.6857 3.1462 4.1880 0.0 0.0 -0.1 -0.16
Si -3.6776 2.0590 3.0625 0.0 0.0 0.0 0.43
C -2.2810 1.2440 4.0021 -0.1 0.0 0.0 -0.16
C -4.7480 0.7973 2.1839 0.0 0.0 0.0 -0.17
C -2.9583 3.2035 1.7287 0.0 0.0 0.0 -0.53
Te -1.6963 2.5167 0.1569 0.0 -0.2 -0.1 1.38
C -3.2252 1.7793 -1.1362 0.0 0.0 0.0 -0.53
Si -3.9215 3.1225 -2.3212 0.0 0.0 0.0 0.43
C -4.2670 4.6945 -1.3666 0.0 0.0 0.0 -0.19
C -2.6019 3.3924 -3.6236 0.0 0.0 0.0 -0.16
C -5.4948 2.4081 -3.0195 0.1 0.0 0.0 -0.17
H -5.1798 2.5440 4.9538 0.0 0.0 0.0 0.05
H -5.4628 3.6841 3.6416 0.0 0.0 0.0 0.04
H -4.0659 3.8833 4.7018 0.0 0.0 0.0 0.04
H -2.6829 0.6014 4.7897 0.0 0.0 0.0 0.05
H -1.6367 1.9817 4.4874 0.0 0.0 0.0 0.05
H -1.6658 0.6214 3.3530 0.0 0.0 0.0 -0.01
H -5.2754 0.1654 2.9021 0.0 0.0 0.0 0.05
H -4.1752 0.1386 1.5251 0.0 0.1 0.0 0.00
H -5.5071 1.2944 1.5748 0.0 0.0 0.0 0.05
H -2.4300 4.0564 2.1603 0.1 0.0 0.0 0.02
H -3.7897 3.6240 1.1559 0.0 0.0 0.0 0.00
H -3.9781 1.3102 -0.5043 0.0 0.0 0.0 0.00
H -2.7480 1.0027 -1.7390 0.0 0.0 0.0 0.00
H -3.4034 5.0740 -0.8146 0.0 0.0 0.0 0.02
H -5.1061 4.5850 -0.6754 0.0 0.0 0.0 0.04
H -4.5456 5.4760 -2.0779 0.0 0.0 0.0 0.05
H -1.6624 2.8972 -3.3681 0.0 0.0 0.0 0.00
H -2.3849 4.4523 -3.7644 0.0 0.0 0.0 0.05
H -2.9264 2.9941 -4.5867 0.0 0.0 0.0 0.05
H -6.2560 2.2815 -2.2472 0.0 0.0 0.0 0.04
H -5.3248 1.4382 -3.4912 0.0 0.0 0.0 0.04
H -5.9071 3.0726 -3.7819 0.0 0.0 0.0 0.05
```
Positions in Å, forces in eV/Å.

Computed properties:
E_LUMO (alpha / beta), eV: -7.876 / -7.122
Multiplicity: 3
DFT total energy, Eh: -4062.13529
Net charge: +2
F_max, Eh/bohr: 0.0132
Expectation value of S²: 2.288